Run i
Entry from the OMol25 dataset: a gas-phase ion, C6H13N (charge +1) (ωB97M-V/def2-TZVPD).

Results
* spin multiplicity: 2
* total charge: +1
* <S²>: 0.75
* E_HOMO (spin up / spin down): -13.005 / -12.952 eV

XYZ file:
```
20
C6H13N, DFT ωB97M-V/def2-TZVPD
C 0.20233 -0.27355 -0.29448
C -0.19292 -1.47610 0.58047
C -1.01535 -2.45336 -0.22097
C -2.24544 -2.20099 -0.63423
C 1.32434 0.53752 0.40863
N 0.94485 1.83900 0.84430
C 0.43658 2.77181 -0.12314
H -0.62644 0.37986 -0.54798
H 0.66644 -0.72997 -1.16739
H 0.69567 -1.98426 0.95698
H -0.70893 -1.15117 1.49049
H -0.46541 -3.22753 -0.74686
H -2.79049 -1.27653 -0.45532
H -2.73436 -2.83084 -1.37024
H 1.71128 0.00832 1.28442
H 2.20548 0.60682 -0.24645
H 1.69427 2.24311 1.40987
H -0.63382 2.70457 -0.33794
H 1.00512 2.70999 -1.05632
H 0.52680 3.80331 0.22618
```

Run ii
Entry from the OMol25 dataset: a gas-phase ion, C6H13N (charge +1) (ωB97M-V/def2-TZVPD).

Results
* spin multiplicity: 2
* total charge: +1
* <S²>: 0.76
* E_HOMO (spin up / spin down): -14.256 / -13.607 eV

XYZ file:
```
20
C6H13N, DFT ωB97M-V/def2-TZVPD
C -0.83570 1.51002 1.27101
N -0.47476 0.12713 0.62041
C 0.22429 0.37021 -0.63741
C 0.99929 -1.01472 -0.97503
C -0.01696 -2.03314 -1.27315
C -0.45185 -2.38978 -2.52334
C 0.04717 1.88166 2.39284
H -1.88028 1.54431 1.50676
H -0.74757 2.17565 0.39723
H 0.28122 -0.22546 1.20330
H -0.56830 0.65134 -1.33937
H 0.99685 1.15170 -0.84764
H 1.91426 -1.00725 -1.57844
H 1.30909 -1.21013 0.05890
H -0.70415 -2.32444 -0.48500
H -1.18863 -3.14738 -2.71007
H -0.14721 -1.92664 -3.44797
H 0.38613 2.90356 2.47681
H -0.17850 1.59690 3.46353
H 1.03563 1.36647 2.42663
```

Most stable to least stable: run i, run ii